a | A cluster of 2 separate species, C5H14O in total, computed with wB97M-V/def2-TZVPD.

Computed properties:
Highest occupied orbital energy = -10.706 eV
Orbital gap = 11.552 eV

Atoms and positions in Å:
C  -0.98  0.08  -0.97
C  0.41  0.51  -1.47
C  1.58  -0.22  -0.79
C  1.75  0.19  0.67
C  2.52  1.49  0.80
H  -1.15  0.23  0.08
H  -1.08  -1.01  -1.06
H  -1.78  0.53  -1.55
H  0.45  1.56  -1.17
H  0.39  0.32  -2.54
H  1.12  -1.22  -0.74
H  2.46  -0.32  -1.42
H  0.76  0.20  1.12
H  2.25  -0.56  1.28
H  3.59  1.30  0.64
H  2.28  2.28  0.08
H  2.53  1.94  1.78
O  -5.61  -2.14  2.02
H  -6.41  -2.69  1.95
H  -5.07  -2.47  1.29


b | A cluster of 2 separate species, C5H14O in total, computed with wB97M-V/def2-TZVPD.

Computed properties:
Highest occupied orbital energy = -11.022 eV
Orbital gap = 12.007 eV

Atoms and positions in Å:
C  1.05  1.81  0.89
C  0.87  0.26  0.99
C  1.11  -0.51  -0.30
C  0.03  -0.32  -1.39
C  -1.01  -1.46  -1.24
H  1.38  2.10  -0.11
H  0.10  2.25  1.19
H  1.81  2.09  1.61
H  1.44  -0.17  1.82
H  -0.13  0.09  1.37
H  2.06  -0.10  -0.67
H  1.31  -1.59  -0.33
H  -0.43  0.68  -1.33
H  0.55  -0.38  -2.37
H  -1.99  -1.36  -1.72
H  -0.50  -2.37  -1.56
H  -1.16  -1.70  -0.18
O  -2.48  0.39  1.22
H  -1.90  -0.14  1.77
H  -2.10  0.43  0.34


Calculated relative energies: a 0.0; b 10.8, given in kJ/mol


a | A structure of composition C5H4, computed with wB97M-V/def2-TZVPD.

Computed properties:
Highest occupied orbital energy (alpha / beta) = -9.404 / -9.404 eV
Orbital gap (alpha / beta) = 8.586 / 8.586 eV

Atoms and positions in Å:
C  0.99  0.21  -0.23
C  -0.19  1.02  -0.20
C  0.21  -1.01  -0.16
C  -0.94  -0.17  -0.07
C  0.22  0.03  1.09
H  2.07  0.31  -0.54
H  -0.22  2.05  0.13
H  0.73  -2.03  -0.07
H  -2.89  -0.42  0.05


b | An isolated molecule of C5H4, computed with wB97M-V/def2-TZVPD.

Computed properties:
Highest occupied orbital energy = -9.842 eV
Orbital gap = 10.304 eV

Atoms and positions in Å:
C  2.10  -0.79  0.08
C  1.09  -0.13  -0.01
C  -0.12  0.68  -0.12
C  -1.22  -0.15  -1.01
C  -1.92  -0.33  -0.01
H  2.98  -1.37  0.14
H  -0.35  1.12  0.88
H  -0.03  1.52  -0.78
H  -2.55  -0.55  0.82


Calculated relative energies: a 329.1; b 0.0, given in kJ/mol


a | An isolated molecule of C5H4, computed with wB97M-V/def2-TZVPD.

Computed properties:
Highest occupied orbital energy = -9.368 eV
Orbital gap = 8.728 eV

Atoms and positions in Å:
C  1.91  -1.25  -1.01
C  0.26  0.17  -0.02
C  -1.26  0.18  0.11
C  1.41  -0.05  -0.85
C  -0.22  -0.23  1.12
H  -1.65  1.20  0.29
H  -1.94  -0.48  -0.49
H  1.71  0.84  -1.35
H  -0.22  -0.39  2.22


b | An isolated molecule of C5H4, computed with wB97M-V/def2-TZVPD.

Computed properties:
Highest occupied orbital energy = -9.150 eV
Orbital gap = 10.064 eV

Atoms and positions in Å:
C  0.65  2.24  1.11
C  0.70  1.11  0.71
C  0.74  -0.24  0.23
C  -0.22  -0.76  -0.50
C  -1.26  -1.37  -0.98
H  0.61  3.25  1.46
H  1.57  -0.88  0.53
H  -1.53  -1.48  -2.02
H  -1.90  -1.81  -0.22


c | A structure of composition C5H4, computed with wB97M-V/def2-TZVPD.

Computed properties:
Highest occupied orbital energy = -9.437 eV
Orbital gap = 10.628 eV

Atoms and positions in Å:
C  0.73  0.71  -0.20
C  -0.72  0.66  -0.22
C  0.75  -0.73  -0.05
C  -0.73  -0.71  -0.06
C  0.02  0.04  1.20
H  1.35  1.57  -0.34
H  -1.36  1.44  -0.25
H  1.47  -1.61  0.01
H  -1.50  -1.36  -0.10


d | An isolated molecule of C5H4, computed with wB97M-V/def2-TZVPD.

Computed properties:
Highest occupied orbital energy = -9.269 eV
Orbital gap = 7.960 eV

Atoms and positions in Å:
C  0.69  -1.27  0.40
C  0.38  0.18  0.16
C  -0.65  0.83  -0.32
C  -1.52  1.67  -0.78
C  -2.30  2.58  -1.22
H  0.98  -1.46  1.44
H  1.51  -1.61  -0.23
H  -0.18  -1.91  0.19
H  1.08  0.99  0.37


Calculated relative energies: a 319.8; b 0.0; c 207.0; d 187.0, given in kJ/mol


a | A cluster of 2 separate species, C12H16N2O in total, computed with wB97M-V/def2-TZVPD.

Computed properties:
Highest occupied orbital energy = -8.145 eV
Orbital gap = 8.803 eV

Atoms and positions in Å:
C  0.41  -0.12  3.01
C  1.05  -0.26  1.70
C  2.00  -1.28  1.44
N  2.54  -1.07  0.11
C  1.98  0.13  -0.39
C  2.16  0.88  -1.52
C  1.53  2.09  -1.66
C  0.51  2.51  -0.78
C  0.32  1.78  0.39
C  1.00  0.54  0.55
H  1.11  0.53  3.76
H  0.26  -1.15  3.50
H  -0.53  0.27  3.19
H  2.20  -2.26  1.96
H  3.46  -1.34  -0.16
H  2.81  0.44  -2.25
H  1.89  2.70  -2.52
H  -0.14  3.45  -1.02
H  -0.35  2.27  1.18
C  -2.25  -0.38  -2.14
C  -2.51  0.07  -0.73
C  -2.25  -1.30  0.03
N  -1.03  -1.99  0.14
O  -3.24  -1.94  0.45
H  -3.16  -0.81  -2.63
H  -1.18  -0.77  -2.37
H  -2.15  0.47  -2.83
H  -1.94  0.92  -0.52
H  -3.50  0.33  -0.49
H  -0.99  -2.96  0.41
H  -0.03  -1.74  0.19


b | An isolated molecule of C12H16N2O, computed with wB97M-V/def2-TZVPD.

Computed properties:
Highest occupied orbital energy = -8.152 eV
Orbital gap = 7.693 eV

Atoms and positions in Å:
C  1.08  -1.99  -0.83
C  2.57  -2.03  -0.72
C  3.28  -0.63  -0.43
C  2.48  0.21  0.58
C  1.37  1.04  -0.14
O  1.47  1.33  -1.29
C  0.16  1.12  0.71
N  0.33  1.07  2.08
C  -1.07  1.54  0.27
C  -1.46  1.66  -1.15
C  -2.73  1.37  -1.46
C  -3.68  0.79  -0.47
C  -3.38  -0.03  0.56
C  -4.29  -0.72  1.38
N  -5.01  -1.19  2.11
H  0.67  -2.92  -1.17
H  0.56  -1.94  0.14
H  0.75  -1.13  -1.61
H  3.21  -2.50  -1.50
H  2.74  -2.63  0.12
H  3.50  -0.09  -1.24
H  4.30  -0.89  0.01
H  2.00  -0.60  1.26
H  3.15  0.95  1.15
H  -0.43  1.36  2.55
H  1.25  1.31  2.41
H  -1.81  1.59  0.96
H  -0.88  2.12  -1.92
H  -3.01  1.40  -2.48
H  -4.73  0.85  -0.73
H  -2.41  -0.41  0.81


c | A cluster of 2 separate species, C12H16N2O in total, computed with wB97M-V/def2-TZVPD.

Computed properties:
Highest occupied orbital energy = -8.568 eV
Orbital gap = 9.247 eV

Atoms and positions in Å:
C  1.51  1.22  -2.47
C  0.19  1.99  -2.35
C  -0.18  2.29  -0.95
C  0.38  3.22  -0.11
N  -0.26  3.19  1.11
C  -1.36  2.36  0.92
N  -1.28  1.82  -0.25
H  2.35  1.79  -2.08
H  1.67  1.09  -3.55
H  1.44  0.21  -2.07
H  0.27  2.83  -3.05
H  -0.72  1.44  -2.66
H  1.33  3.73  -0.20
H  0.13  3.48  1.99
H  -2.24  2.25  1.52
C  -2.29  -1.88  -0.45
C  -0.99  -1.96  0.33
C  -1.00  -1.65  1.71
C  0.11  -1.90  2.48
C  1.29  -2.41  1.86
O  2.37  -2.64  2.70
C  1.35  -2.53  0.49
C  0.17  -2.33  -0.26
H  -2.67  -2.89  -0.53
H  -2.24  -1.35  -1.41
H  -2.82  -1.05  -0.01
H  -1.89  -1.32  2.22
H  0.08  -1.74  3.55
H  2.88  -1.83  2.83
H  2.26  -2.88  0.02
H  0.15  -2.56  -1.32


Calculated relative energies: a 78.6; b 254.8; c 0.0, given in kJ/mol


a | An isolated molecule of C19H21NO3, computed with wB97M-V/def2-TZVPD.

Computed properties:
Highest occupied orbital energy = -9.076 eV
Orbital gap = 9.720 eV

Atoms and positions in Å:
C  1.34  2.70  -2.96
C  0.01  2.01  -2.71
O  0.08  1.14  -1.58
C  -0.04  1.72  -0.37
O  -0.26  2.88  -0.20
C  0.10  0.68  0.73
C  0.75  1.29  1.97
C  2.19  1.62  1.70
C  3.16  0.62  1.78
C  4.48  0.90  1.49
C  4.85  2.17  1.09
C  3.89  3.17  1.00
C  2.57  2.89  1.31
C  -1.30  0.12  1.05
O  -1.80  0.18  2.15
N  -1.90  -0.43  -0.02
C  -3.19  -1.08  0.05
C  -3.06  -2.58  -0.09
C  -2.36  -3.30  0.88
C  -2.20  -4.66  0.75
C  -2.74  -5.33  -0.34
C  -3.43  -4.62  -1.30
C  -3.59  -3.25  -1.18
H  1.28  3.32  -3.85
H  2.13  1.96  -3.08
H  1.59  3.34  -2.11
H  -0.78  2.76  -2.54
H  -0.27  1.37  -3.55
H  0.71  -0.15  0.34
H  0.66  0.58  2.80
H  0.20  2.20  2.23
H  2.88  -0.37  2.09
H  5.23  0.12  1.56
H  5.88  2.39  0.86
H  4.18  4.17  0.70
H  1.82  3.67  1.23
H  -1.40  -0.49  -0.90
H  -3.85  -0.68  -0.72
H  -3.60  -0.83  1.04
H  -1.95  -2.77  1.73
H  -1.66  -5.22  1.51
H  -2.62  -6.40  -0.44
H  -3.86  -5.13  -2.16
H  -4.13  -2.70  -1.94


b | An isolated molecule of C19H21NO3, computed with wB97M-V/def2-TZVPD.

Computed properties:
Highest occupied orbital energy = -8.145 eV
Orbital gap = 8.549 eV

Atoms and positions in Å:
C  -0.98  -4.42  -1.25
C  -0.39  -2.92  -2.05
C  0.34  -2.11  -1.10
C  0.52  -0.86  -1.53
C  1.41  0.06  -1.12
C  1.91  -0.25  0.18
C  2.51  0.72  0.99
N  2.19  0.96  2.32
C  3.12  0.92  3.47
C  0.75  1.00  2.89
O  0.37  1.20  3.98
C  -0.23  1.11  1.72
C  -1.13  -0.07  1.44
C  -2.04  -0.06  0.56
C  -1.97  1.22  -0.46
C  -1.23  2.17  -0.17
C  -0.27  2.15  0.64
O  -1.23  3.37  -1.04
C  -1.86  3.02  -2.39
C  -3.22  2.66  -1.93
O  -3.06  1.21  -1.50
C  1.58  -1.45  0.73
C  0.91  -2.66  0.01
H  -0.13  -4.96  -1.11
H  -1.53  -4.20  -0.52
H  -1.55  -4.96  -1.95
H  0.13  -3.41  -2.80
H  -1.37  -2.51  -2.24
H  0.12  -0.83  -2.50
H  1.30  1.07  -1.40
H  3.61  0.48  1.05
H  2.50  1.60  0.59
H  3.61  -0.26  3.30
H  3.91  1.76  3.17
H  2.41  0.86  4.54
H  -1.14  -0.91  2.24
H  -2.54  -0.78  0.04
H  0.44  3.16  0.97
H  -2.01  4.11  -2.60
H  -1.25  2.41  -3.04
H  -3.67  2.39  -2.96
H  -3.81  3.08  -1.32
H  2.05  -1.54  1.70
H  0.88  -3.51  0.45


Calculated relative energies: a 0.0; b 1411.1, given in kJ/mol


a | A structure of composition C4H5BeO2, computed with wB97M-V/def2-TZVPD.

Computed properties:
Highest occupied orbital energy = -14.909 eV
Net charge = +1
Orbital gap = 7.881 eV

Atoms and positions in Å:
H  -2.18  -1.54  -1.39
O  -0.51  -1.38  0.21
C  1.04  0.36  0.38
C  1.64  1.26  1.20
C  0.50  -0.85  0.81
C  0.24  1.32  -0.58
O  -0.92  0.91  -0.96
Be  -1.47  -0.47  -0.98
H  -0.79  -2.23  0.58
H  0.66  2.29  0.32
H  0.80  -1.28  1.77
H  0.99  1.60  -1.35


b | A structure of composition C4H5BeO2, computed with wB97M-V/def2-TZVPD.

Computed properties:
Highest occupied orbital energy = -13.880 eV
Net charge = +1
Orbital gap = 7.368 eV

Atoms and positions in Å:
H  -0.43  -0.34  2.43
O  -0.37  -1.19  2.87
C  -1.16  -2.13  2.18
C  -1.00  -3.46  2.79
C  -0.60  -4.44  3.47
H  -0.86  -2.20  1.12
H  -2.23  -1.86  2.21
H  -0.14  -4.94  4.31
C  -2.28  -4.81  2.77
O  -3.41  -4.47  3.37
Be  -3.54  -5.56  3.86
H  -2.28  -4.95  1.68


Calculated relative energies: a 8.4; b 0.0, given in kJ/mol